Below is a 2-piece molecular cluster, C4H11NO2S2 overall in a non-equilibrium geometry, with properties calculated with the ωB97M-V functional and the def2-TZVPD basis.

Structure (XYZ):
```
20
Properties=species:S:1:pos:R:3:forces:R:3:mulliken_charge:R:1
N -2.195585 -0.517178 0.785857 0.9916 -1.4632 -0.0438 -0.74
C -1.692025 0.133533 -0.440000 -1.1679 0.5313 0.6322 0.33
C -2.019490 1.623621 -0.198676 0.4383 -0.5432 -0.2584 -0.28
O -2.325053 2.422010 -1.039340 0.0333 -0.0765 0.0997 -0.47
C -0.236411 -0.048699 -0.755937 1.0800 0.5243 -0.2038 -0.78
S 0.152074 -1.723021 -1.342620 -0.2573 -0.3688 0.0019 -0.11
S 1.691213 -2.470865 -0.238838 0.1322 0.3109 -0.3935 -0.07
C 3.124711 -1.710527 -1.091826 -0.2488 -0.7500 0.3190 -0.76
H -2.364869 -1.507807 0.577602 -0.4658 0.4192 -0.2704 0.30
H -1.405192 -0.671356 1.422868 -0.1571 0.7423 0.0846 0.26
H -2.314684 -0.196975 -1.269318 0.0055 0.0150 -0.1831 0.43
H -1.940257 1.854689 0.877626 -0.1300 0.3235 0.0464 0.27
H 0.079767 0.619478 -1.558832 -0.3068 0.0755 -0.1538 0.45
H 0.402162 0.258737 0.076957 -0.1115 -0.3918 0.2416 0.31
H 3.109562 -1.870777 -2.167116 -0.3843 0.1366 -0.0158 0.29
H 3.117884 -0.664754 -0.817328 0.4490 0.1531 -0.1358 0.26
H 3.992555 -2.268433 -0.733748 0.0890 0.3966 0.2689 0.30
H 1.004452 2.120452 2.928324 -0.3986 -0.0426 -0.1963 0.29
H -0.367152 2.698648 2.537480 0.0052 0.1163 0.0664 0.31
O 0.186340 1.919224 2.446866 0.4041 -0.1085 0.0938 -0.59
```
Positions in Å, forces in eV/Å.

Summary:
SMILES: CSSC[C@@H](N)C=O.O
Relative energy (zero: lowest compared OMol25 entry of this formula, charge and spin) (kJ/mol): 89.6
LUMO (hartree): 0.016
Net charge: 0
E_HOMO (eV): -9.0

=====

Below is C9H13FeNO as an isolated structure in a non-equilibrium geometry, with properties calculated with the ωB97M-V functional and the def2-TZVPD basis.

Structure (XYZ):
```
25
Properties=species:S:1:pos:R:3:forces:R:3:lowdin_spin:R:1
C -0.962861 -0.002770 -1.892125 -0.4918 -0.0989 0.6023 -0.07
C -0.890218 1.290797 -1.265865 -0.5790 -0.3415 0.7070 0.06
C -1.662530 1.253006 -0.071001 -0.6851 -0.1100 -1.5232 0.04
C -2.268490 -0.039952 0.032249 -0.2333 0.2477 -1.0462 0.04
C -1.853513 -0.825672 -1.090415 -0.7414 1.2413 -0.3977 0.02
Fe -0.067081 -0.671855 0.063733 -1.2241 -0.0913 0.7231 3.09
C 2.239712 0.956094 -0.017441 1.0962 -0.3933 0.7037 -0.01
C 2.954092 0.046047 -0.677892 -2.2405 0.5374 -0.1112 0.03
C 3.147563 -0.939147 -1.519305 1.4136 -0.9766 -1.3692 -0.01
N -1.078688 -2.245662 1.192076 1.1601 0.4480 -0.6719 1.86
H -1.866884 2.107048 0.578131 0.3975 -0.5441 -0.1093 0.00
H -0.361797 2.159540 -1.652208 0.0445 -0.3258 0.1828 0.01
H -2.971645 -0.350712 0.803960 0.4577 -0.0095 -0.2019 0.01
H -2.192272 -1.827351 -1.336032 0.2537 0.2210 0.1791 0.01
H -0.549539 -0.275378 -2.858925 -0.0570 0.0718 0.3020 0.00
H 2.152857 1.975993 -0.375599 -0.8480 -0.3364 -0.9036 0.00
H 0.486124 -1.540804 -1.196036 0.1596 -0.0854 1.0276 -0.18
H 1.774978 0.849947 0.975588 1.0010 0.0664 0.5267 0.00
H 3.952261 -0.873383 -2.308294 -0.0859 -0.5912 1.5783 0.00
H 2.532534 -1.886987 -1.523989 0.0120 1.7583 -0.4355 -0.01
C -0.527336 0.134552 2.878707 0.6949 0.4130 -0.7402 0.03
O -0.045313 0.683433 1.691219 1.0913 -1.0493 -0.4799 0.06
H -0.048839 0.730878 3.652132 -0.2674 -0.1235 0.9451 0.00
H -0.272578 -0.930210 2.991938 -0.0975 0.1083 0.2312 0.02
H -1.620537 0.222546 2.925394 -0.2311 -0.0364 0.2806 0.00
```
Positions in Å, forces in eV/Å.

Summary:
<S²>: 9.06
Relative energy (zero: lowest compared OMol25 entry of this formula, charge and spin) (kJ/mol): 727.9
2S+1: 6
LUMO (alpha / beta) (hartree): 0.112 / 0.130
Net charge: -1
E_HOMO (alpha / beta) (eV): -3.2 / -3.6

=====

Below is C36H51Cl2N2OPSc as an isolated structure in a non-equilibrium geometry, with properties calculated with the ωB97M-V functional and the def2-TZVPD basis.

Structure (XYZ):
```
94
Properties=species:S:1:pos:R:3:forces:R:3:mulliken_charge:R:1
P 0.170968 -0.552881 -2.176332 -0.0431 0.1028 -1.8604 1.11
C 1.716907 0.026912 -3.166820 -0.3247 -0.3560 0.4388 0.01
C 1.948066 -0.363874 -4.639779 -0.0731 0.1298 -0.1045 -0.11
C 3.342720 0.075518 -5.111529 0.0382 -0.0840 0.2655 -1.03
C 3.636695 1.560552 -4.853940 -0.0886 0.0183 -0.0107 -0.64
C 3.265709 2.006311 -3.435830 -0.1446 -0.1888 0.1326 -0.92
C 1.857154 1.546083 -3.036507 0.2565 0.0769 0.1018 -0.03
C -1.242600 0.296219 -3.142931 0.2565 -0.1665 0.4195 0.48
C -1.134796 0.440724 -4.664520 -0.1449 0.1359 -0.1026 -0.49
C -2.441985 0.984985 -5.260282 0.0186 -0.1094 0.1809 -1.03
C -2.886717 2.300283 -4.610046 0.0902 0.0281 0.0360 -0.69
C -2.858222 2.252228 -3.077640 0.1063 -0.1927 0.1126 -0.98
C -1.552709 1.663224 -2.518873 -0.1627 0.0524 0.0947 -0.70
C -0.005663 -2.232269 -3.014565 0.0040 0.0379 -0.4779 -0.13
C 1.198196 -3.144391 -2.707327 -0.0718 -0.1661 0.1447 -0.66
C 1.091491 -4.536864 -3.353544 -0.0986 0.1129 -0.1026 -0.82
C -0.246914 -5.232065 -3.078196 0.0360 0.1742 0.1528 -0.74
C -1.446137 -4.329581 -3.383193 0.1390 0.1351 -0.1090 -0.83
C -1.350090 -2.933024 -2.742363 -0.0002 -0.1675 0.2273 -0.62
H 2.505807 -0.459369 -2.563368 0.0190 0.3291 -0.1342 0.63
H 1.202566 0.124505 -5.277732 0.2427 -0.1517 0.1350 0.03
H 1.840298 -1.442636 -4.809472 0.0558 0.1686 0.0581 0.14
H 3.457855 -0.153637 -6.180745 0.0431 0.0368 0.1879 0.38
H 4.083653 -0.525452 -4.568193 0.0203 0.0258 -0.0684 0.40
H 4.703263 1.746939 -5.019217 -0.0708 0.0498 -0.1103 0.40
H 3.087994 2.174378 -5.581005 -0.0072 -0.0697 0.0534 0.30
H 3.977335 1.571016 -2.721007 -0.0645 0.0952 -0.0521 0.35
H 3.330459 3.097654 -3.342547 0.1023 -0.1525 -0.0474 0.40
H 1.640842 1.864250 -2.008180 0.0311 -0.0394 -0.1656 -0.58
H 1.124001 2.033843 -3.696006 0.1358 -0.0694 0.1386 0.23
H -2.087425 -0.379419 -2.928496 0.0327 0.3170 0.0355 0.42
H -3.223634 0.229181 -5.107525 0.0007 0.0451 -0.0511 0.37
H -0.891618 -0.510404 -5.159587 -0.0368 0.1963 0.1309 0.25
H -0.330522 1.148765 -4.908197 -0.2242 -0.1177 0.0762 0.15
H -2.320671 1.116532 -6.345020 -0.1039 -0.0170 0.1600 0.40
H -3.903118 2.537104 -4.941889 0.0741 0.0925 -0.0532 0.40
H -2.239267 3.115455 -4.957895 0.0131 -0.0723 0.0136 0.28
H -3.010599 3.256210 -2.661331 -0.0416 -0.1625 -0.0875 0.42
H -3.692324 1.627672 -2.727844 0.0815 0.0644 0.0035 0.36
H -1.626023 1.557660 -1.426849 0.0156 0.1344 -0.3025 -0.02
H -0.721766 2.353782 -2.721445 -0.1795 -0.0813 0.0528 0.16
H 0.008327 -1.974729 -4.089686 0.0466 -0.4327 0.2321 -0.09
H 2.138504 -2.680844 -3.040538 -0.2734 -0.0231 0.1114 0.22
H 1.299400 -3.270788 -1.618660 -0.1096 0.0838 -0.0971 0.32
H 1.223328 -4.438157 -4.439914 -0.0344 0.0279 0.0571 0.32
H 1.914647 -5.168544 -2.995200 -0.0824 0.0840 -0.0802 0.39
H -0.283635 -5.528359 -2.022105 0.0073 0.0252 -0.0420 0.33
H -0.314922 -6.151890 -3.672895 0.0046 0.0701 0.1273 0.37
H -2.369922 -4.818778 -3.050794 0.0826 0.0624 -0.0621 0.40
H -1.530678 -4.209984 -4.471643 0.0376 0.0003 0.0368 0.34
H -2.183442 -2.333896 -3.135134 0.2464 -0.0885 0.1393 0.15
H -1.524537 -3.015264 -1.659548 0.1079 0.0385 -0.0967 0.30
Sc 0.046612 -0.053436 1.504385 -0.1166 2.4533 0.5669 -0.34
Cl -2.016860 -0.383063 0.421960 -0.9369 -0.5801 -0.2201 -0.47
Cl 2.125549 0.242873 0.478934 1.0772 -0.2375 -0.2931 -0.46
C -0.238362 1.835906 2.439232 0.5862 -1.1987 0.0546 -0.33
H -0.324874 1.707444 3.532728 -0.3375 0.0286 0.0485 -0.01
C -0.322120 3.189587 2.045765 -0.1177 0.0849 -0.2662 0.72
C -0.995637 4.192269 2.836715 0.3476 0.0637 -0.5665 -0.64
C -1.217821 5.464681 2.330490 0.4218 -0.2404 -0.4073 -0.36
C -0.736676 5.828575 1.049026 -0.1257 0.0097 0.1115 -0.53
C -0.006187 4.895776 0.284948 -0.1843 -0.1863 0.4607 -0.39
C 0.219783 3.614391 0.777131 -0.3455 0.2201 0.1282 -0.05
H -1.357151 3.893419 3.826350 0.0091 0.1508 -0.3101 0.28
H -1.776539 6.192113 2.923279 0.1344 -0.0891 -0.1220 0.31
H 0.382774 5.173520 -0.703470 -0.1186 -0.0376 0.3845 0.33
H 0.816042 2.879074 0.218132 -0.3033 0.3697 0.1779 0.29
H -0.931910 6.827966 0.661697 0.0472 -0.1702 0.0588 0.32
C -1.221759 -0.820866 7.951025 -0.2951 0.1178 0.1026 -1.25
N -1.288971 -0.852175 6.497514 -0.1275 -0.0439 1.4293 0.12
N -0.240103 -1.073289 5.662021 1.0528 -0.1836 -0.6663 0.47
C -0.651929 -0.866411 4.365131 0.9520 0.3774 -1.6905 0.42
O 0.144178 -0.927983 3.341137 -1.2018 -1.0172 2.7102 -0.72
C -2.021950 -0.526043 4.442988 -0.2723 0.1273 0.1984 -0.51
C -2.364442 -0.502156 5.779568 0.2578 -0.1323 -1.1739 0.47
C -3.651606 -0.138264 6.403570 -0.6914 0.2009 0.1929 -1.58
C 1.057479 -1.420524 6.143400 0.4204 0.0071 0.2141 0.36
C 1.174932 -2.395796 7.140533 0.4670 0.0304 -0.0600 -0.10
C 2.431546 -2.686686 7.687314 -0.2238 0.2416 -0.3136 -0.66
C 3.565602 -2.007030 7.233299 -0.2253 0.0875 -0.1870 -0.43
C 3.446238 -1.033835 6.230311 -0.3890 -0.3141 0.0114 -0.65
C 2.193612 -0.746449 5.668363 -0.0164 0.0367 0.2642 -0.56
H -0.203176 -0.855007 8.339973 -0.2131 0.0957 -0.3358 0.59
H -1.787852 -1.667258 8.364124 0.1833 0.1620 -0.0006 0.30
H -1.689010 0.110086 8.285576 0.1039 -0.1536 0.0387 0.37
H -2.641004 -0.243513 3.602889 0.1573 -0.0546 0.0396 0.46
H -4.132885 -0.979515 6.930438 0.2725 0.2263 -0.1495 0.30
H -3.557725 0.698748 7.115828 0.0301 -0.2872 -0.2652 0.36
H -4.324824 0.179222 5.601556 0.0730 -0.0290 0.2231 0.35
H 0.286239 -2.902080 7.512920 0.2401 -0.0249 -0.1892 0.54
H 2.504607 -3.446435 8.464907 0.0530 0.1922 -0.1929 0.36
H 4.544106 -2.242490 7.652282 -0.2561 0.1012 -0.0840 0.36
H 4.331510 -0.495530 5.882569 -0.3576 -0.1950 0.0721 0.39
H 2.084327 0.019256 4.897339 0.0035 -0.2520 0.1669 0.47
```
Positions in Å, forces in eV/Å.

Summary:
Relative energy (zero: lowest compared OMol25 entry of this formula, charge and spin) (kJ/mol): 12.0
LUMO (hartree): 0.066
Net charge: -1
E_HOMO (eV): -1.4

=====

Please write out number 1 again, unchanged.
Below is a 2-piece molecular cluster, C4H11NO2S2 overall in a non-equilibrium geometry, with properties calculated with the ωB97M-V functional and the def2-TZVPD basis.

Structure (XYZ):
```
20
Properties=species:S:1:pos:R:3:forces:R:3:mulliken_charge:R:1
N -2.195585 -0.517178 0.785857 0.9916 -1.4632 -0.0438 -0.74
C -1.692025 0.133533 -0.440000 -1.1679 0.5313 0.6322 0.33
C -2.019490 1.623621 -0.198676 0.4383 -0.5432 -0.2584 -0.28
O -2.325053 2.422010 -1.039340 0.0333 -0.0765 0.0997 -0.47
C -0.236411 -0.048699 -0.755937 1.0800 0.5243 -0.2038 -0.78
S 0.152074 -1.723021 -1.342620 -0.2573 -0.3688 0.0019 -0.11
S 1.691213 -2.470865 -0.238838 0.1322 0.3109 -0.3935 -0.07
C 3.124711 -1.710527 -1.091826 -0.2488 -0.7500 0.3190 -0.76
H -2.364869 -1.507807 0.577602 -0.4658 0.4192 -0.2704 0.30
H -1.405192 -0.671356 1.422868 -0.1571 0.7423 0.0846 0.26
H -2.314684 -0.196975 -1.269318 0.0055 0.0150 -0.1831 0.43
H -1.940257 1.854689 0.877626 -0.1300 0.3235 0.0464 0.27
H 0.079767 0.619478 -1.558832 -0.3068 0.0755 -0.1538 0.45
H 0.402162 0.258737 0.076957 -0.1115 -0.3918 0.2416 0.31
H 3.109562 -1.870777 -2.167116 -0.3843 0.1366 -0.0158 0.29
H 3.117884 -0.664754 -0.817328 0.4490 0.1531 -0.1358 0.26
H 3.992555 -2.268433 -0.733748 0.0890 0.3966 0.2689 0.30
H 1.004452 2.120452 2.928324 -0.3986 -0.0426 -0.1963 0.29
H -0.367152 2.698648 2.537480 0.0052 0.1163 0.0664 0.31
O 0.186340 1.919224 2.446866 0.4041 -0.1085 0.0938 -0.59
```
Positions in Å, forces in eV/Å.

Summary:
SMILES: CSSC[C@@H](N)C=O.O
Relative energy (zero: lowest compared OMol25 entry of this formula, charge and spin) (kJ/mol): 89.6
LUMO (hartree): 0.016
Net charge: 0
E_HOMO (eV): -9.0

=====

> Which of these has the lowest relative energy (zero: lowest compared OMol25 entry of this formula, charge and spin)?

C36H51Cl2N2OPSc

=====

> The highest net charge belongs to which entry?

C4H11NO2S2

=====

> net charge of number 2 (C9H13FeNO)?

-1